No. 1
{
  "formula": "C10H22NS",
  "method": "the ωB97M-V functional and the def2-TZVPD basis",
  "lumo_ha": -0.1521,
  "homo_energy_ev": -9.960,
  "mol_weight_g_mol": 188.36,
  "fmax_ev_per_a": 6.9,
  "de_lowest_ev": 2.7778,
  "homo_lumo_gap_ev": 5.82,
  "total_charge": 1,
  "symbols": ["C", "C", "C", "C", "C", "C", "C", "C", "C", "C", "N", "S", "H", "H", "H", "H", "H", "H", "H", "H", "H", "H", "H", "H", "H", "H", "H", "H", "H", "H", "H", "H", "H", "H"],
  "positions_angstrom": [[1.399070, -0.996081, -0.405414], [2.278238, -1.826053, -3.250014], [1.406857, 0.417696, 0.203753], [-0.293748, -1.229361, -2.529123], [0.270364, 1.370786, -0.008221], [2.459742, -1.993720, -0.017654], [0.466299, 2.431884, -1.038691], [-2.963544, 1.437471, 2.769827], [-2.397657, 0.196903, 2.012719], [-0.921428, 0.191458, 1.769520], [-0.735673, 1.313562, 0.839131], [1.450301, -0.637010, -2.406799], [3.244670, -1.697772, -3.632416], [1.730687, -2.573730, -3.770653], [1.332298, 0.458780, 1.319515], [2.459777, 0.779360, 0.024283], [-0.565240, -1.291684, -3.472740], [-0.815479, -0.435409, -2.099085], [3.444503, -1.542591, -0.193899], [2.262959, -2.830329, -0.514583], [2.384368, -2.107044, 1.173148], [-0.344946, -2.244679, -2.162920], [1.016529, 1.996833, -1.784193], [0.814268, 3.294214, -0.559262], [-2.708836, 2.432552, 2.372037], [-4.037727, 1.564970, 2.695531], [-2.767887, 1.507039, 3.856921], [-2.934576, 0.085549, 1.057307], [-2.889129, -0.581082, 2.499089], [-0.437702, 0.345460, 2.697845], [-0.461936, -0.726314, 1.253017], [-1.355502, 2.111593, 0.852737], [0.409306, -1.497673, -0.487250], [-0.442740, 2.905128, -1.275970]],
  "forces_ev_per_a": [[-1.732, -0.031, -1.392], [-1.298, 0.852, 0.659], [0.923, -0.676, 1.795], [2.973, -0.060, 2.432], [0.213, 0.236, 0.295], [0.361, 4.865, 4.822], [-2.239, -0.559, 2.670], [0.188, 1.115, 0.046], [-2.190, 1.456, -0.727], [-0.438, -1.112, -1.156], [2.389, 0.229, -1.673], [0.638, -1.995, -0.457], [1.177, 0.847, -0.097], [-0.692, -0.632, 0.255], [0.771, -0.983, -0.446], [-1.333, 0.508, -0.405], [-0.994, 0.043, -4.805], [-1.418, 0.637, 1.276], [-0.011, -0.539, -0.212], [-0.246, -3.731, -1.896], [0.188, -0.221, -2.563], [-0.201, 0.086, 0.756], [1.413, -0.214, -2.091], [2.037, 1.130, 0.810], [0.666, -0.235, -0.086], [-0.380, -0.853, -0.127], [0.325, -0.459, -0.578], [0.331, 0.539, -0.149], [0.360, -2.033, 1.316], [0.974, 0.400, 0.876], [-1.155, 1.221, 0.976], [-0.527, -0.226, 0.052], [0.620, 0.539, 1.094], [-1.692, -0.148, -1.272]]
}


No. 2
{
  "formula": "C10H22O3",
  "method": "the ωB97M-V functional and the def2-TZVPD basis",
  "lumo_ha": 0.0302,
  "homo_energy_ev": -9.477,
  "mol_weight_g_mol": 190.28,
  "fmax_ev_per_a": 0.5,
  "de_lowest_ev": 1.0732,
  "homo_lumo_gap_ev": 10.30,
  "smiles": "COCCOCOC[C@@H](C)C(C)C",
  "symbols": ["C", "O", "C", "C", "O", "C", "O", "C", "C", "C", "C", "C", "C", "H", "H", "H", "H", "H", "H", "H", "H", "H", "H", "H", "H", "H", "H", "H", "H", "H", "H", "H", "H", "H", "H"],
  "positions_angstrom": [[3.095827, 1.163807, 2.307985], [4.151964, 0.350090, 1.846560], [4.052695, -0.113571, 0.521904], [3.523645, -1.531501, 0.469802], [2.194266, -1.685449, 0.921226], [1.247692, -1.066203, 0.105596], [0.043797, -1.730357, 0.317877], [-1.073051, -0.877477, 0.477991], [-1.469569, -0.144854, -0.799292], [-2.090672, -1.139111, -1.796822], [-2.382212, 1.061449, -0.491302], [-3.589000, 0.701906, 0.369178], [-2.817817, 1.762085, -1.777922], [2.399053, 0.581540, 2.913736], [3.516651, 1.965157, 2.914699], [2.543982, 1.621468, 1.482922], [3.449102, 0.563557, -0.091397], [5.058299, -0.123244, 0.091835], [3.625740, -1.934384, -0.546752], [4.129491, -2.146835, 1.133709], [1.549217, -1.148812, -0.949508], [1.140589, -0.002675, 0.366240], [-0.898402, -0.184670, 1.310829], [-1.894967, -1.531524, 0.772262], [-0.578183, 0.270790, -1.277901], [-1.584032, -2.100017, -1.694815], [-3.156486, -1.272480, -1.620604], [-1.933020, -0.816535, -2.825802], [-1.765447, 1.776551, 0.064297], [-4.220590, 1.583018, 0.503046], [-4.207215, -0.068300, -0.092403], [-3.296745, 0.375411, 1.367097], [-1.953818, 1.923779, -2.425689], [-3.250809, 2.734984, -1.542716], [-3.559974, 1.182406, -2.325865]],
  "forces_ev_per_a": [[-0.073, -0.072, 0.072], [0.191, 0.291, -0.066], [0.040, -0.186, -0.019], [0.031, -0.235, -0.004], [0.071, 0.084, 0.093], [-0.120, -0.059, 0.027], [-0.033, -0.053, -0.087], [-0.178, -0.003, 0.051], [-0.399, 0.012, -0.222], [0.472, 0.120, 0.084], [0.112, -0.130, -0.178], [-0.031, 0.276, 0.095], [0.163, 0.041, 0.179], [-0.081, -0.014, 0.008], [0.027, -0.028, 0.057], [0.006, 0.017, -0.067], [-0.055, 0.055, 0.011], [0.032, 0.026, 0.044], [-0.011, 0.074, -0.084], [0.004, -0.009, 0.019], [0.063, 0.009, -0.037], [-0.006, 0.033, -0.016], [0.106, 0.118, -0.053], [0.014, -0.029, 0.083], [0.167, -0.018, 0.137], [-0.111, -0.066, 0.004], [-0.044, -0.096, -0.009], [-0.188, 0.071, -0.018], [-0.024, -0.016, 0.109], [-0.019, -0.014, -0.021], [0.016, -0.068, 0.001], [-0.013, -0.122, -0.008], [-0.054, 0.036, -0.089], [-0.062, 0.007, -0.059], [-0.014, -0.050, -0.036]]
}


No. 3
{
  "formula": "C10H23N4O6S",
  "method": "the ωB97M-V functional and the def2-TZVPD basis",
  "lumo_ha": -0.1855,
  "homo_energy_ev": -11.708,
  "mol_weight_g_mol": 327.38,
  "fmax_ev_per_a": 5.0,
  "homo_lumo_gap_ev": 6.66,
  "total_charge": 1,
  "symbols": ["C", "C", "O", "C", "N", "C", "C", "O", "N", "C", "C", "N", "C", "N", "H", "H", "H", "H", "H", "H", "H", "H", "H", "H", "H", "H", "H", "H", "H", "H", "H", "H", "H", "C", "C", "O", "S", "O", "O", "O", "H", "H", "H", "H"],
  "positions_angstrom": [[-1.401857, -0.149736, -0.968544], [0.042786, -0.700777, -0.650946], [0.985720, 0.325085, -1.034491], [0.244174, -1.214616, 0.847280], [-1.010873, -1.746457, 1.435333], [-1.416821, -0.997417, 2.651365], [-2.068833, 0.414430, 2.306423], [-1.104277, 1.373538, 1.827531], [-0.864977, 2.389741, 2.739964], [-0.312004, 2.021397, 4.078748], [1.236541, 2.393040, 4.085301], [1.135286, 3.591519, 3.169361], [0.277944, 3.067827, 2.132356], [0.586139, 3.192686, 0.831361], [-1.509945, -0.176004, -2.099474], [-1.545798, 0.940656, -0.681408], [-2.244009, -0.768367, -0.564533], [0.236672, -1.581586, -1.331597], [0.537975, 1.185553, -1.020100], [1.072091, -1.991109, 0.881336], [0.664607, -0.325804, 1.427340], [-0.831765, -2.726119, 1.652220], [-2.143865, -1.651373, 3.225318], [-0.492634, -0.903445, 3.301214], [-2.646511, 0.763794, 3.215904], [-2.862742, 0.191404, 1.528773], [-0.795136, 2.747987, 4.786131], [-0.350378, 0.962696, 4.437559], [1.706408, 1.622421, 3.411130], [1.668986, 2.543662, 5.109678], [2.009309, 3.890570, 2.724029], [0.192710, 3.875920, 0.186790], [1.342268, 2.587467, 0.486513], [0.735148, -1.332867, -5.528949], [1.955030, -2.197087, -5.260603], [1.628223, -2.938012, -4.082445], [0.035068, -3.223674, -4.061037], [-0.195942, -4.537127, -4.570530], [-0.484406, -2.781119, -2.803133], [-0.387072, -2.155589, -5.201004], [0.719442, -0.457306, -4.874273], [0.678571, -1.009484, -6.567367], [2.856713, -1.607212, -5.105447], [2.122034, -2.909104, -6.073077]],
  "forces_ev_per_a": [[-0.002, -0.085, -1.057], [-1.071, -0.504, -0.083], [0.161, -0.017, 0.490], [0.854, 0.880, -0.543], [0.824, 0.576, 0.383], [0.401, -0.406, 0.012], [-1.414, -2.032, 0.828], [-1.330, -1.365, -0.121], [4.488, 1.130, -1.822], [1.120, 0.804, 2.521], [-1.546, -0.456, -1.169], [-1.109, -2.591, -2.985], [-0.486, 1.693, 4.135], [0.124, -0.097, -0.386], [0.115, 0.031, 1.291], [0.280, -1.251, 0.018], [0.975, 0.543, -0.227], [-0.229, 1.233, 0.860], [-0.115, -0.603, -0.048], [-1.019, 0.806, -0.214], [-0.653, -1.009, -0.450], [-0.407, 0.377, 0.172], [0.551, 1.045, -0.691], [-0.974, 0.329, -0.293], [0.926, 0.023, -0.977], [1.196, 0.673, 0.547], [0.201, -1.091, -0.424], [-0.847, 0.958, -0.806], [0.317, 0.380, 1.554], [-0.363, -0.024, -1.275], [-0.309, 0.220, 0.407], [-0.340, -0.592, 0.323], [-0.229, 0.621, 0.254], [0.329, 0.478, 0.173], [0.036, -0.109, -0.655], [-0.784, 0.263, 0.327], [0.211, -0.187, -0.519], [-0.126, 0.817, 0.553], [0.180, -0.601, -0.730], [0.284, -0.632, 0.365], [0.043, -0.015, -0.036], [-0.196, -0.180, 0.051], [-0.074, -0.115, 0.252], [0.008, 0.080, -0.004]]
}